# 1
Here is 2 unconnected molecules or ions with the total composition C5H11O from the Open Molecules 2025 dataset. Energies are from ωB97M-V with the def2-TZVPD basis set.

Geometry as XYZ:
```
17
C5H11O, DFT ωB97M-V with the def2-TZVPD basis set
O 0.4264 2.0817 0.2047
C -1.3478 0.2126 2.3205
C 0.7611 -0.4470 1.2151
C 2.1989 -0.0641 -0.8798
C 1.6019 -1.0507 0.1378
C -0.5719 -0.4597 1.2409
H 0.2347 3.0128 -0.0427
H 0.9955 -1.7921 -0.4002
H -1.2205 -0.3055 3.2833
H 2.7764 -0.6158 -1.6264
H -1.0206 1.2558 2.4409
H -1.1385 -0.9124 0.4235
H 2.4333 -1.5632 0.6406
H 1.3157 0.0054 2.0414
H -2.4069 0.1898 2.0445
H 1.4121 0.4918 -1.3944
H 2.8562 0.6597 -0.3903
```

As for the spin multiplicity: 2. The molecular weight is 87.1 g/mol. The value obtained for the HOMO energy (spin up / spin down) is -0.3196 / -0.3187 Ha. The value obtained for the orbital gap (spin up / spin down) is 9.55 / 6.69 eV. Its expectation value of S² is 0.7530. The value obtained for the energy above the lowest of the compared OMol25 structures with the same formula, charge and spin is 154.1 kJ/mol.


# 2
Here is a molecular structure, C30H40BCl5N12O3SW from the Open Molecules 2025 dataset. Energies are from ωB97M-V with the def2-TZVPD basis set.

Geometry as XYZ:
```
93
C30H40BCl5N12O3SW, DFT ωB97M-V with the def2-TZVPD basis set
W 0.4205 -0.2841 -1.0129
Cl -1.7658 -0.8626 -2.8432
Cl -2.3391 -3.2393 -4.7486
Cl 3.1697 -2.8322 -1.8654
Cl 2.5945 -5.1535 -3.7496
Cl -0.1297 -5.4130 -5.1826
S -3.7431 1.5925 3.8057
O -2.7334 -2.1323 0.7605
O -1.2018 -0.7975 -0.0020
O -2.8647 1.8661 2.5900
N 2.3426 0.1357 -1.7259
N 0.7671 2.6294 -3.5673
N 4.6610 0.0944 1.2686
N 5.0917 1.3202 1.6884
N -3.2990 0.0317 0.2783
N 2.6441 -1.3845 0.8637
N -0.1322 1.5371 -1.7077
N 2.2833 1.0083 1.2097
N -2.9112 1.3273 -0.0906
N 1.0378 0.8740 0.6927
N 1.4592 -1.6543 0.2677
N 3.4028 0.2744 -0.8852
C 1.0262 3.6645 -1.3615
C 1.9777 -3.3679 1.5973
C -4.8693 3.0046 4.0016
C 6.8392 -0.1084 1.5716
C -2.4194 -0.9497 0.3446
C 1.3824 -3.9895 -3.4634
C 0.5631 2.5869 -2.2888
C 0.7652 5.0521 -4.2983
C 2.9637 -2.3981 1.6766
C 5.7169 -0.7727 1.1708
C 2.8282 0.2578 -2.9846
C 2.2334 1.7842 2.2974
C -2.7542 2.0703 5.2589
C -4.0824 -2.4240 1.2242
C -3.5103 3.1746 5.9927
C 1.5335 3.7429 -4.2038
C -1.1224 2.1690 -5.1248
C -4.1772 4.0144 4.9078
C 0.9168 2.1676 2.5024
C 0.6131 -1.9654 -2.3337
C 0.1515 -4.1156 -4.1288
C -0.5677 -2.1206 -3.0573
C 6.3869 1.1930 1.8869
C 4.1755 0.5241 -2.9490
C 1.6096 -2.9276 -2.5851
C 1.0561 -2.8595 0.7006
C 4.4997 0.5189 -1.5927
C -0.8416 -3.1548 -3.9358
C 0.1971 1.5670 1.4841
C 0.1666 1.6527 -4.5081
B 3.3163 -0.0006 0.6592
H 5.5935 -1.7841 0.8173
H -0.0190 0.7299 -3.9722
H 0.9133 1.4600 -5.2773
H 0.5345 5.4750 -3.3221
H -3.4314 4.5801 4.3460
H 3.1427 2.0129 2.8273
H -2.5428 1.1876 5.8585
H 6.9597 2.0310 2.2510
H -4.2654 2.7435 6.6524
H 1.6910 4.3912 -1.8124
H -5.1076 3.3557 2.9984
H 0.1348 -3.2884 0.3407
H -4.2102 -0.1103 0.6954
H 0.5370 2.7997 3.2850
H -3.5117 1.6309 -0.8502
H -0.9599 3.0571 -5.7313
H -4.0577 -3.4679 1.5122
H -5.7767 2.6071 4.4602
H -4.7918 -2.2801 0.4104
H -2.8297 3.7541 6.6148
H -1.8611 2.3971 -4.3556
H -0.1645 4.9363 -4.8503
H -4.3135 -1.8047 2.0904
H 1.7938 3.3870 -5.1982
H 2.4663 3.8573 -3.6539
H -0.8641 1.5992 1.3104
H -1.5322 1.3988 -5.7774
H 3.8603 -2.3651 2.2728
H 5.4486 0.6628 -1.0989
H -0.7864 1.9173 -1.0158
H 1.5180 3.1978 -0.5089
H 4.8459 0.6636 -3.7790
H 0.1482 4.1948 -0.9813
H -1.8280 2.4396 4.8146
H -3.0526 1.9128 0.7454
H -4.8939 4.7240 5.3177
H 7.8403 -0.4960 1.6440
H 2.1829 0.1030 -3.8320
H 1.3809 5.7744 -4.8332
H 1.9426 -4.3080 2.1185
```

As for the spin multiplicity: 2. The molecular weight is 1020.7 g/mol. The value obtained for the HOMO energy (spin up / spin down) is -0.5830 / -0.5830 Ha. The value obtained for the orbital gap (spin up / spin down) is 5.93 / 6.20 eV. Its expectation value of S² is 0.7570. The value obtained for the energy above the lowest of the compared OMol25 structures with the same formula, charge and spin is 54.5 kJ/mol. Its total charge is +3.


# 3
Here is 2 unconnected molecules or ions with the total composition C3H6O3 from the Open Molecules 2025 dataset. Energies are from ωB97M-V with the def2-TZVPD basis set.

Geometry as XYZ:
```
12
C3H6O3, DFT ωB97M-V with the def2-TZVPD basis set
O -0.4540 -0.9724 -1.1648
O -0.3708 1.5152 0.9561
O -2.1933 0.9230 -0.1048
C 1.4882 -0.7399 0.2007
C 0.5820 -1.4262 -0.7576
C -1.4636 1.8124 0.5205
H 1.9979 0.1318 -0.1807
H -1.9209 2.8057 0.6113
H 2.1947 -1.4167 0.6820
H -1.6896 0.1615 -0.4697
H 0.8056 -0.5173 1.0362
H 1.0237 -2.2770 -1.3291
```

As for the spin multiplicity: 2. The molecular weight is 90.1 g/mol. The value obtained for the HOMO energy (spin up / spin down) is -0.6273 / -0.5529 Ha. The value obtained for the orbital gap (spin up / spin down) is 12.11 / 4.74 eV. Its expectation value of S² is 0.7604. The value obtained for the energy above the lowest of the compared OMol25 structures with the same formula, charge and spin is 52.7 kJ/mol. Its total charge is +1.


# 4
Here is 10 unconnected molecules or ions with the total composition C26H49Cl14N3 from the Open Molecules 2025 dataset. Energies are from ωB97M-V with the def2-TZVPD basis set.

Geometry as XYZ:
```
92
C26H49Cl14N3, DFT ωB97M-V with the def2-TZVPD basis set
Cl 0.7027 -0.3123 1.1344
Cl -3.2080 -1.4271 -0.9534
Cl -2.5481 1.9582 1.1393
Cl 4.2588 -1.9168 6.2668
Cl -1.8943 1.0221 -3.0356
Cl 6.9769 -0.1577 -1.3654
Cl 2.8810 0.3425 4.0636
Cl 0.1474 4.0798 3.7388
Cl -2.7031 -3.9230 2.0389
Cl 5.1333 3.2621 -1.1154
Cl 2.2246 -1.5502 -1.5816
Cl -0.6265 -6.0887 -1.0633
Cl 5.7358 -0.8072 1.7340
Cl 4.0092 4.9969 1.5567
N 1.1633 -0.6353 -5.0831
N -4.7380 -1.9004 5.5224
N -0.0139 3.6231 -1.0719
C -3.6856 -2.4006 5.3797
C -2.3725 4.2910 -1.6012
C -3.9706 0.0457 -1.5846
C 2.6968 -1.4309 3.9233
C -2.6850 5.8357 0.5019
C 3.6112 3.3056 1.1774
C -1.4055 -1.0576 3.8840
C 2.7845 -2.1960 5.2656
C 5.5740 -1.8231 0.2877
C -2.1125 -4.3872 0.4008
C -1.2319 -1.9011 5.0623
C -0.9526 -1.7119 -7.6555
C 0.2428 -1.6186 -8.5911
C 6.7887 -1.7525 -0.5869
C -3.5255 0.3315 -3.0096
C -2.3462 -2.9863 5.1938
C -1.4905 -5.7916 0.4451
C -0.4572 3.1132 2.3732
C 0.2217 -0.6223 -5.7065
C 0.2132 0.0427 -0.5216
C -0.9749 -0.6364 -6.5335
C -1.9256 2.9589 2.4956
C 0.5025 -1.1426 -1.4680
C -2.6908 5.7540 -1.0345
C -1.0467 3.8860 -1.3298
C 4.7098 2.5819 0.4766
H -1.3838 -3.6523 0.0782
H -2.5198 4.2464 -2.6823
H -3.5360 -0.5704 -3.6175
H -3.4925 5.2311 0.9209
H -3.0427 3.5613 -1.1388
H -2.9659 -4.3676 -0.2674
H -1.4117 -1.6738 2.9811
H 5.6080 2.6160 1.0885
H 3.4091 2.8001 2.1259
H -0.1929 3.6362 1.4608
H -2.3657 -3.5968 4.2776
H -1.9854 6.4664 -1.4637
H 1.1737 -1.8339 -8.0872
H -2.1608 2.4423 3.4316
H 6.6884 -2.5024 -1.3706
H -1.2097 -1.2870 5.9698
H -2.1130 -3.6760 6.0065
H 3.4607 -1.7845 3.2414
H -3.6636 0.8137 -0.8928
H -2.4558 3.9024 2.5212
H -2.8187 6.8625 0.8640
H 7.6836 -1.9684 -0.0188
H 5.4190 -2.8461 0.6346
H -2.2499 -6.5525 0.5131
H 1.9270 -1.9853 5.8996
H -4.2316 1.0217 -3.4814
H -0.2648 -2.4094 5.0170
H 2.7866 -3.2629 5.0532
H -3.6930 5.9866 -1.4009
H 2.6899 3.2980 0.6072
H -1.8623 -1.6048 -8.2447
H -0.6040 -0.3273 3.8132
H -0.7775 -5.8744 1.2493
H 0.2267 -0.8747 -2.4840
H 1.7083 -1.5613 3.4890
H -1.7266 5.5007 0.9134
H -1.1296 0.3716 -6.9377
H 4.4290 1.5371 0.3762
H -0.8573 0.2245 -0.5194
H -0.9778 -2.7068 -7.2031
H -1.8363 -0.7832 -5.8535
H 0.6976 0.9460 -0.8841
H 0.1324 -2.3151 -9.4317
H -0.0650 -2.0248 -1.1833
H -5.0397 -0.1220 -1.5284
H 4.7042 -1.5191 -0.2787
H 0.0053 2.1397 2.3928
H -2.3730 -0.5534 3.9228
H 0.2836 -0.6219 -9.0481
```

The molecular weight is 900.0 g/mol. The value obtained for the HOMO energy is -0.3703 Ha. The value obtained for the orbital gap is 10.11 eV. Its SMILES is CCCC#N.CCCC#N.CCCC#N.ClCCCl.ClCCCl.ClCCCl.ClCCCl.ClCCCl.ClCCCl.ClCCCl. The value obtained for the energy above the lowest of the compared OMol25 structures with the same formula, charge and spin is 67.3 kJ/mol.